(1)
81
Properties=species:S:1:pos:R:3:forces:R:3 method="wB97M-V/def2-TZVPD" gap_ha="0.2582 / 0.2600" charge=+2 e_homo_ev="-14.0 / -14.0" e_tot_ev=-90307.192 spin_multiplicity=7
V -20.504866 24.251497 10.991098 2.28 -1.84 -1.94
V -18.506188 24.765876 8.407963 -1.65 -1.15 -0.35
C -21.013547 22.315540 8.328012 -0.51 1.05 -0.34
O -20.238223 23.362902 8.897146 0.97 1.61 1.69
H -20.591059 21.313624 8.423598 0.06 0.04 0.42
H -22.014298 22.412653 8.755272 -0.03 -0.71 0.12
H -21.182533 22.485608 7.258206 0.29 0.07 -0.02
O -18.783273 25.260430 10.462808 -1.17 -0.62 -0.23
H -18.462717 25.984262 10.997842 0.22 0.31 -0.02
C -23.743020 23.687232 5.792577 0.32 -0.34 0.32
C -24.639131 22.974999 4.800998 -0.17 0.55 -0.17
O -24.992701 23.957315 3.827374 0.06 -0.20 -0.04
H -23.300428 22.992053 6.512565 -0.17 -0.12 -0.04
H -24.264733 24.450167 6.370567 -0.12 0.08 -0.19
H -22.907106 24.142811 5.259456 -0.11 0.13 -0.07
H -25.557052 22.598858 5.263819 0.18 -0.16 0.17
H -24.096574 22.142742 4.339705 -0.07 -0.02 0.01
H -25.610776 23.568071 3.198836 0.05 0.06 0.03
C -22.080303 18.213044 11.884549 0.29 -0.12 0.66
C -22.392185 19.298220 10.880653 -0.35 -0.83 -0.22
O -22.696763 20.522344 11.534549 0.27 0.57 -0.14
H -21.210709 18.516925 12.475046 -0.07 -0.09 0.05
H -21.867686 17.223781 11.478590 0.03 0.17 -0.39
H -22.903411 18.061590 12.586450 -0.07 0.16 -0.06
H -23.214126 18.970559 10.236881 -0.10 0.20 0.00
H -21.542543 19.462535 10.217084 0.06 0.24 0.10
H -23.583628 20.479436 11.905983 0.01 -0.14 -0.02
C -15.860148 21.234172 7.830922 0.38 0.24 -0.17
C -16.733521 21.942148 8.850506 -0.15 -1.07 -0.26
O -16.850476 23.347785 8.588277 0.13 0.76 0.08
H -14.888334 21.740899 7.804288 0.12 -0.33 0.11
H -16.197851 21.196368 6.793810 -0.51 0.27 0.17
H -15.727276 20.193293 8.126873 0.20 0.08 0.18
H -16.296886 21.783590 9.841108 -0.09 0.19 -0.01
H -17.741619 21.523084 8.852464 -0.05 0.29 0.04
H -15.962744 23.688166 8.399828 -0.15 -0.11 0.03
C -18.810222 20.285668 11.529513 -0.50 0.15 -1.04
C -19.259617 21.467447 12.375668 0.96 -1.70 0.72
O -19.038046 22.720059 11.708490 -0.99 0.71 0.05
H -19.330925 20.338914 10.564801 0.00 -0.12 0.07
H -19.076930 19.329218 11.976729 -0.03 0.12 0.22
H -17.746085 20.248251 11.291436 0.08 0.25 0.33
H -18.665422 21.416038 13.293760 -0.20 0.50 0.07
H -20.300260 21.328232 12.661997 -0.16 0.48 -0.30
H -18.108452 22.962190 11.788789 -0.10 0.20 -0.13
C -21.536501 26.790768 5.953109 0.36 -0.26 -0.17
C -20.556707 27.306753 7.006130 -1.22 0.35 -1.08
O -20.255930 26.209937 7.885096 1.13 -0.28 0.69
H -21.067362 25.972075 5.403753 -0.07 0.00 -0.05
H -21.866729 27.532659 5.226734 0.21 0.20 0.13
H -22.436955 26.394643 6.424430 0.04 0.03 0.11
H -21.046906 28.139133 7.514827 0.31 -0.14 0.48
H -19.632886 27.690556 6.580119 0.11 -0.23 0.03
H -20.905726 26.172161 8.589163 -0.18 0.04 -0.14
C -25.262137 22.126128 9.398608 -0.24 0.20 0.60
C -26.324118 23.075553 8.820134 1.08 -1.17 0.06
O -27.559087 22.642172 9.355694 -0.07 0.34 -0.35
H -24.230367 22.291949 9.078874 -0.17 0.29 -0.28
H -25.520607 21.097823 9.149336 -0.05 -0.02 0.03
H -25.272096 22.231808 10.487704 -0.01 -0.17 0.00
H -26.263631 22.915037 7.737509 -0.35 0.52 -0.07
H -26.089072 24.104913 9.103974 -0.14 0.11 -0.22
H -28.261104 23.043777 8.828661 -0.03 -0.11 0.22
C -19.659996 22.828016 4.674620 0.01 0.47 -0.46
C -18.546078 22.815503 5.696527 0.15 -0.80 -0.91
O -18.285439 24.125072 6.250198 -0.15 0.42 0.43
H -19.399773 23.426901 3.795248 0.03 0.31 0.27
H -20.577331 23.223135 5.112075 -0.10 -0.14 -0.11
H -19.824011 21.850910 4.218255 -0.06 -0.22 0.51
H -17.625295 22.494873 5.203252 -0.01 -0.19 0.21
H -18.779399 22.100285 6.482426 0.13 0.36 0.35
H -17.811440 24.601295 5.557473 -0.13 0.22 0.18
C -19.225804 19.006704 6.825327 -0.36 -0.38 0.31
C -18.932031 18.705579 5.354558 -0.02 0.08 0.72
O -17.629787 19.204213 5.049581 -0.25 -0.06 -0.15
H -18.719692 18.262871 7.446481 -0.03 0.06 0.09
H -20.287766 18.977118 7.084511 -0.01 -0.22 -0.17
H -18.870825 19.985282 7.149470 0.16 0.14 -0.32
H -19.685758 19.138628 4.698870 0.33 0.32 -0.15
H -18.969683 17.625775 5.190244 -0.05 0.02 -0.04
H -17.035978 18.658454 5.577493 0.22 0.09 -0.23

***

(2)
89
Properties=species:S:1:pos:R:3:forces:R:3 method="wB97M-V/def2-TZVPD" smiles="COC[C@H](C)N.COC[C@H](C)N.COC[C@H](C)N.NC(N)=O.NC(N)=O.NC(N)=O.NC(N)=O.CO" gap_ha=0.3196 e_homo_ev=-8.5 e_tot_ev=-51259.591 spin_multiplicity=1
C -0.953260 -14.199623 -4.737159 -0.41 0.35 -0.95
O -2.118689 -15.021266 -4.992772 -0.17 0.71 0.72
H -0.863814 -13.526762 -5.590061 0.87 -0.36 -0.20
H -1.100038 -13.486640 -3.924560 -0.60 -0.50 0.34
H -0.105184 -14.826907 -4.467339 0.31 0.27 -0.41
H -1.956168 -15.669036 -5.681908 0.31 0.08 -0.02
C 3.389958 -13.715394 -3.966749 -0.13 -0.19 -0.07
O 3.031016 -13.039709 -4.917253 0.01 0.12 0.04
N 3.779432 -15.012182 -4.056877 -0.71 -0.10 -0.27
N 3.426298 -13.289673 -2.679399 -0.03 0.93 0.10
H 3.904895 -15.363999 -4.988302 0.35 -0.24 0.23
H 4.193417 -15.400036 -3.229710 0.43 -0.41 -0.51
H 3.741326 -13.894329 -1.941061 -0.08 0.20 -0.08
H 3.300742 -12.303318 -2.535544 -0.01 -0.11 0.18
C 2.373400 -15.484776 2.965047 2.10 0.28 -0.46
O 3.052854 -14.500101 2.654274 -1.09 -0.36 0.47
N 2.694355 -16.709651 2.480325 0.24 -0.47 -0.49
N 1.378360 -15.531191 3.859779 -1.03 0.98 0.69
H 3.557061 -16.753140 1.966102 -0.25 -0.25 -0.18
H 2.051939 -17.479326 2.530590 0.24 -0.13 -0.14
H 1.279007 -14.702518 4.425004 -0.23 -0.14 -0.02
H 1.125559 -16.415712 4.260338 -0.05 0.10 0.13
C -2.999530 -15.542247 -1.560330 -0.52 3.57 -0.45
O -3.019664 -15.666155 -0.343929 -0.46 -1.00 -0.01
N -3.904134 -14.752844 -2.282898 -0.24 -1.11 0.94
N -1.951780 -15.784697 -2.344538 1.41 -1.62 0.63
H -4.627133 -14.260786 -1.788612 0.09 0.03 -0.15
H -3.581515 -14.480843 -3.189997 -0.54 0.30 -0.26
H -1.202388 -16.239415 -1.843228 0.21 0.07 -0.60
H -1.880562 -15.425291 -3.289199 -0.13 -0.78 0.38
C 0.584625 -19.383530 -3.544823 0.87 0.95 -0.50
O -0.102581 -19.424387 -2.536557 0.18 -0.43 -0.61
N 1.113492 -20.450322 -4.212481 -1.51 -1.19 1.56
N 0.917910 -18.218376 -4.158243 -0.21 1.80 0.43
H 1.797474 -20.441317 -4.940761 -0.24 0.01 -0.16
H 0.524045 -21.230469 -3.955202 0.89 -0.69 -0.60
H 0.760148 -17.390161 -3.602998 0.03 -0.01 -0.13
H 1.602611 -18.116590 -4.885115 -0.01 -0.32 -0.01
C 8.771279 -15.494559 -2.686545 0.21 -0.06 -0.44
C 7.334027 -15.742409 -2.268924 0.02 -0.60 1.20
C 6.660809 -14.574020 -1.529158 -0.84 -0.19 0.52
O 5.456005 -15.126829 -0.924459 -0.43 -0.29 -0.89
C 4.815346 -14.348580 0.053155 -0.65 0.88 0.77
N 6.407216 -16.296172 -3.240962 -0.56 0.30 -0.47
H 8.937405 -14.872456 -3.567861 -0.42 0.41 0.18
H 9.295083 -16.413813 -2.957825 -0.27 -0.26 0.23
H 9.303082 -15.084103 -1.828176 0.08 0.16 -0.12
H 7.370910 -16.514392 -1.489058 0.54 0.21 0.39
H 6.361872 -13.735530 -2.162512 0.14 -0.03 -0.25
H 7.260391 -14.195080 -0.698663 0.40 -0.04 -0.17
H 5.300756 -14.452590 1.024104 0.21 0.44 -0.05
H 3.757652 -14.538981 0.269914 0.10 -1.57 -0.41
H 4.583277 -13.310381 -0.217796 1.37 0.42 -0.12
H 6.752870 -17.045553 -3.825578 0.52 0.10 0.15
H 5.692171 -16.712870 -2.655934 -0.24 -0.10 -0.29
C 0.803180 -12.206699 -0.545199 0.17 0.46 -0.49
C -0.139905 -13.379387 -0.588605 -0.05 -1.41 1.90
C 0.568695 -14.727097 -0.325850 0.40 0.67 0.20
O 1.174342 -15.267048 -1.480697 0.92 -0.35 0.30
C 1.743864 -16.547316 -1.188007 -0.76 -0.20 -0.39
N -1.016542 -13.205358 0.584821 -1.35 0.31 0.00
H 0.314417 -11.324937 -0.963904 0.18 -0.06 -0.37
H 1.723773 -12.461335 -1.066552 0.01 0.33 -0.09
H 1.018856 -11.887765 0.475127 0.15 -0.50 0.14
H -0.703035 -13.471135 -1.516794 -0.20 0.26 0.12
H -0.093643 -15.443750 0.172744 -0.42 -0.10 -0.48
H 1.319005 -14.506718 0.447456 0.33 -0.07 -0.05
H 0.888689 -17.219032 -1.069518 0.23 -0.49 0.04
H 2.365029 -16.650580 -0.295314 -0.09 0.71 0.23
H 2.366652 -16.883021 -2.016438 -0.18 0.20 -0.23
H -0.600499 -13.521556 1.454483 0.64 0.23 -0.14
H -1.864160 -13.764590 0.564966 0.08 -0.22 -0.60
C -4.245842 -11.904501 3.839673 -1.56 -0.51 -0.95
C -3.680600 -12.435779 2.534430 2.10 0.75 1.66
C -4.308596 -13.684765 1.946466 -1.75 0.39 -2.34
O -4.396615 -14.793431 2.808454 0.48 1.08 0.87
C -4.718860 -16.088318 2.332186 0.96 0.49 -0.50
N -3.425376 -11.303288 1.590478 -1.15 -1.71 -0.65
H -4.624835 -12.768356 4.387222 0.36 0.21 0.57
H -5.142831 -11.350234 3.545100 -0.06 0.21 0.21
H -3.612703 -11.222697 4.402242 0.25 -0.32 0.03
H -2.673900 -12.825540 2.747025 0.10 -0.15 0.51
H -3.776571 -13.786341 0.992230 0.62 -1.01 0.29
H -5.304411 -13.566419 1.493698 -0.45 0.67 0.51
H -3.767670 -16.489936 1.978522 -0.23 -0.68 0.06
H -5.399767 -16.139376 1.478977 -0.22 0.42 0.08
H -5.140810 -16.616048 3.184619 0.12 -0.16 -0.09
H -2.837561 -11.782918 0.916974 0.29 0.69 -0.51
H -2.844199 -10.585178 2.001200 0.00 -0.21 0.40